[1]
ORCA calculation (ωB97M-V/def2-TZVPD) on a 18-piece molecular cluster, C54H139N5O18 overall in a non-equilibrium geometry.

XYZ file:
```
216
Properties=species:S:1:pos:R:3:forces:R:3
C -6.79218 -23.65462 4.31493 -0.5 0.2 0.0
O -5.69004 -23.04747 3.62500 -0.1 -0.8 0.9
H -7.61067 -22.93912 4.23593 0.0 -0.1 0.0
H -7.14406 -24.60580 3.91553 0.2 0.0 -0.6
H -6.62909 -23.88156 5.36850 0.5 0.4 0.2
H -4.93713 -23.64204 3.65969 0.1 0.0 0.0
C -14.80213 -22.03815 0.71836 0.1 1.1 -0.1
O -16.09953 -21.50228 0.95615 -0.2 -0.5 -0.1
H -14.28243 -22.07009 1.67595 0.3 -0.6 0.0
H -14.82054 -22.97407 0.15996 0.1 -0.2 0.3
H -14.28589 -21.31356 0.08863 0.1 0.0 -0.1
H -16.67373 -22.26787 1.03206 -0.3 0.2 0.1
C -4.97541 -25.53143 -0.90686 -1.0 0.1 1.7
O -5.18558 -25.64615 -2.26935 -0.2 -0.4 -1.2
H -4.63305 -26.41014 -0.36029 0.8 -0.3 -0.5
H -4.43475 -24.64126 -0.58534 0.2 0.0 -0.2
H -5.97614 -25.47104 -0.47906 -0.2 0.5 0.0
H -4.39638 -25.80096 -2.79356 0.3 0.0 0.3
C -14.33534 -27.11574 1.69352 2.6 0.3 1.7
O -15.46439 -27.84839 1.39744 -1.1 -0.3 -0.9
H -14.31517 -26.59945 2.65329 -0.9 0.5 0.0
H -13.46892 -27.74908 1.88403 0.2 -0.6 -0.3
H -13.94353 -26.41915 0.95234 -0.9 0.0 -0.5
H -15.98198 -28.11505 2.16072 0.3 0.2 0.1
C -12.09531 -29.64054 0.42118 0.5 -1.2 0.7
O -11.13558 -29.42508 1.49839 -0.9 -0.3 -0.7
H -11.62499 -30.20757 -0.38218 0.5 1.0 -0.6
H -12.79661 -30.42562 0.70389 -0.7 0.5 0.5
H -12.58347 -28.69421 0.18827 0.0 -0.3 -0.4
H -11.41712 -30.05246 2.16826 0.3 0.2 0.3
C -8.52451 -19.82795 3.84547 0.1 0.6 1.0
O -9.03714 -20.86921 3.11840 -1.3 -1.6 -1.3
H -8.44961 -18.93383 3.22657 0.7 0.1 0.1
H -9.22349 -19.59415 4.64852 0.2 0.2 0.5
H -7.60444 -20.25734 4.24195 0.3 1.0 0.1
H -9.94432 -20.63728 2.90664 -0.3 -0.2 -0.2
C -10.77850 -19.53811 -1.54313 2.6 1.5 -0.7
O -11.91145 -19.86910 -0.90141 -3.1 -1.1 1.4
H -9.98953 -19.40903 -0.80220 0.7 -0.3 -0.1
H -10.48066 -20.26641 -2.29743 -0.2 0.1 0.1
H -10.90657 -18.53603 -1.95246 0.3 0.0 -0.8
H -12.15332 -19.09138 -0.39323 -0.4 -0.1 0.2
C -15.45769 -28.50662 -1.98618 1.4 -1.7 0.1
O -16.15453 -27.55069 -1.30309 -0.8 1.4 0.0
H -14.54287 -28.76549 -1.45309 0.5 0.1 0.1
H -15.98037 -29.46312 -1.98871 -0.4 -0.2 -0.6
H -15.11041 -28.23185 -2.98217 -0.6 0.3 -0.1
H -16.03428 -27.73108 -0.36789 -0.1 0.1 0.4
C -7.32315 -22.90299 -3.26034 1.0 -1.6 1.8
O -7.98107 -21.97144 -4.06757 0.0 0.0 0.0
H -6.28709 -23.14224 -3.49997 0.1 0.3 -0.7
H -7.26561 -22.67541 -2.19591 -0.2 0.8 0.2
H -7.79272 -23.88402 -3.18823 -0.5 0.1 -0.8
H -7.45245 -21.17206 -4.01133 -0.2 0.2 -0.3
C -4.81754 -27.08106 5.08089 -1.0 0.6 0.0
C -5.60891 -27.85832 4.01959 0.2 -0.5 -1.0
C -4.72328 -29.06971 3.75071 -0.1 -0.6 -0.7
C -5.34856 -30.14592 2.87842 -0.6 -0.7 -0.2
C -6.68397 -30.63852 3.44267 0.2 1.0 0.9
C -7.68853 -29.45175 3.73473 1.3 -0.6 -1.0
N -6.90789 -28.44335 4.52631 1.2 -1.1 0.8
O -7.73903 -27.48089 5.06200 -1.0 1.7 -0.7
C -8.11895 -28.98234 2.32490 -1.2 -0.4 1.1
C -8.89808 -30.05327 4.53836 0.8 0.0 -0.8
C -5.73587 -26.96636 2.74388 -0.5 0.2 0.0
H -4.03188 -26.45025 4.66507 0.1 -0.3 -0.5
H -4.32277 -27.75902 5.77636 -0.5 0.2 0.4
H -5.51258 -26.35682 5.50573 0.1 -0.1 0.7
H -3.78679 -28.74740 3.29553 0.1 0.2 0.1
H -4.49828 -29.49503 4.72877 0.1 -0.2 0.0
H -4.71240 -31.02670 2.79104 0.4 0.0 0.3
H -5.49890 -29.89288 1.82892 0.1 0.6 0.0
H -6.46328 -31.10230 4.40407 -0.1 -0.3 0.1
H -7.09503 -31.39112 2.76983 -0.4 0.1 0.1
H -7.31680 -28.89069 1.59260 -0.2 0.2 0.3
H -8.79339 -29.78935 2.03863 0.1 0.2 -0.7
H -8.75875 -28.10330 2.40270 0.2 0.2 -0.3
H -9.60117 -29.32349 4.93984 0.3 0.0 0.3
H -9.47741 -30.70386 3.88322 -0.1 0.3 -0.5
H -8.53406 -30.81429 5.22860 0.1 0.6 0.7
H -6.64124 -26.35963 2.76081 -0.2 -0.2 0.1
H -5.74978 -27.51127 1.79995 -0.1 -0.3 0.2
H -4.94045 -26.23032 2.62704 0.3 -0.1 0.3
H -7.86522 -27.61065 6.00478 0.4 -0.5 0.1
C -10.64054 -26.86816 -6.66828 0.3 0.1 -1.0
C -12.04757 -26.57377 -7.26706 0.9 1.5 0.1
C -12.88126 -27.61633 -6.65413 -2.0 -1.9 0.3
C -14.37436 -27.38686 -6.78213 0.0 0.3 0.3
C -14.64721 -26.06508 -6.11096 -1.2 -0.4 0.9
C -13.90557 -24.88586 -6.59231 1.4 2.0 -2.1
N -12.44603 -25.23018 -6.65559 -1.1 -2.2 0.8
O -11.63434 -24.17605 -7.06600 -0.5 -0.1 -0.8
C -14.39403 -24.47998 -8.04285 0.0 0.7 1.2
C -14.05495 -23.67346 -5.56592 0.5 -1.0 -1.6
C -12.16603 -26.71665 -8.83850 -0.4 0.4 1.0
H -10.66146 -26.96630 -5.58292 -0.4 0.1 0.0
H -9.87940 -26.12408 -6.90303 -0.1 0.0 -0.3
H -10.29543 -27.82566 -7.05843 0.1 -0.1 -0.1
H -12.73322 -28.59702 -7.10628 0.7 -0.1 -0.2
H -12.68045 -27.74694 -5.59078 0.2 0.2 0.1
H -14.91711 -28.18641 -6.27791 0.0 0.0 0.3
H -14.75857 -27.43659 -7.80096 0.3 0.2 -0.2
H -14.37291 -26.13422 -5.05830 -0.2 -0.4 0.3
H -15.71151 -25.83467 -6.15869 -0.2 0.1 0.1
H -13.69141 -23.81588 -8.54624 0.4 -0.2 0.1
H -14.59777 -25.33593 -8.68624 -0.2 0.1 0.2
H -15.25866 -23.83368 -7.89184 -0.5 -0.3 -0.3
H -15.07252 -23.37406 -5.31490 -0.1 -0.5 0.0
H -13.48430 -23.98530 -4.69117 -0.1 0.3 0.1
H -13.61274 -22.80691 -6.05748 0.3 0.0 0.3
H -13.17387 -26.97077 -9.16682 -0.3 0.1 0.5
H -11.61701 -27.59023 -9.18997 0.7 0.5 -0.1
H -11.98869 -25.74852 -9.30687 0.8 -0.3 -0.2
H -10.96049 -24.21537 -6.38337 0.6 0.6 0.2
C -12.91035 -23.28396 9.07534 0.7 0.5 0.8
C -12.91482 -22.62736 7.72930 -1.5 -1.7 -1.3
C -11.51918 -22.90131 7.04976 -0.8 0.6 2.4
C -11.48673 -22.63165 5.63579 0.9 2.0 -0.3
C -12.47648 -23.37837 4.88921 -0.8 -0.9 -0.4
C -13.96847 -23.24152 5.45279 -0.2 -1.9 -0.7
N -14.01912 -23.35056 6.91682 3.1 -0.1 -0.1
O -15.29665 -23.57756 7.50690 0.9 1.1 -0.4
C -14.54573 -21.96458 4.94765 -1.3 1.6 -0.4
C -14.75497 -24.49210 4.91649 0.3 -0.2 0.3
C -13.20141 -21.12255 7.91589 0.5 -1.1 -0.8
H -12.05011 -22.82113 9.55894 0.0 -0.1 0.6
H -12.70459 -24.35436 9.07691 -0.3 0.0 -0.3
H -13.80116 -23.03873 9.65365 0.0 -0.2 0.0
H -10.88418 -22.13744 7.49849 0.4 -0.3 0.5
H -11.07389 -23.88257 7.21391 -0.5 -0.2 0.6
H -10.47074 -22.84985 5.30677 0.0 0.2 -0.5
H -11.66728 -21.56137 5.53582 0.2 0.3 -0.5
H -12.08836 -24.39688 4.87935 -0.7 -0.5 0.1
H -12.28490 -23.02660 3.87548 -1.2 -0.1 -0.5
H -13.89057 -21.10441 5.08537 0.2 -0.1 0.1
H -14.89178 -21.91399 3.91527 0.5 -0.5 -0.4
H -15.48205 -21.71692 5.44772 0.0 -0.1 0.5
H -15.29649 -24.27267 3.99631 0.3 -0.2 -0.2
H -14.05829 -25.32740 4.84566 0.3 0.1 -0.8
H -15.46522 -24.97585 5.58703 -0.4 0.9 0.3
H -13.04038 -20.56113 6.99559 -0.1 0.0 0.0
H -12.45483 -20.78431 8.63444 -0.6 0.4 0.4
H -14.25695 -21.07744 8.18403 0.2 0.5 0.5
H -15.27656 -24.52683 7.64871 -0.1 -0.1 0.2
C -12.26573 -26.51152 -2.19897 0.0 -1.2 1.0
C -11.28901 -25.49865 -1.65174 -0.8 1.0 -1.2
C -12.10235 -24.19897 -1.67077 -1.0 0.7 1.6
C -11.52843 -23.04718 -0.88171 1.0 -0.2 0.6
C -11.14371 -23.44775 0.57178 -0.5 -2.2 -1.2
C -10.32995 -24.79697 0.67128 1.0 0.0 0.4
N -10.84512 -25.85359 -0.29080 -1.6 2.1 0.5
O -10.16060 -27.06610 -0.22742 0.8 0.2 -0.3
C -8.84754 -24.41219 0.49224 -0.3 -0.6 0.6
C -10.55877 -25.41226 2.10948 0.1 0.5 -0.6
C -10.23695 -25.34074 -2.70698 1.9 -0.2 -0.7
H -12.53938 -26.31427 -3.23545 0.0 0.0 0.1
H -13.15133 -26.52503 -1.56364 -0.2 -0.1 -0.1
H -11.78468 -27.48414 -2.09555 -0.1 -0.3 -0.4
H -12.45167 -23.82284 -2.63234 0.9 -0.5 -0.6
H -13.08584 -24.33636 -1.22134 -0.2 -0.7 0.5
H -12.25843 -22.23780 -0.89202 0.2 0.1 0.2
H -10.61855 -22.70055 -1.37167 0.1 0.3 -0.1
H -12.01911 -23.82817 1.09815 -0.7 1.2 0.3
H -10.55226 -22.67990 1.07047 -0.3 0.0 0.3
H -8.51330 -23.86157 1.37156 -0.2 0.6 -0.1
H -8.17057 -25.26366 0.56155 -0.1 -0.4 -0.8
H -8.74860 -23.81282 -0.41278 0.5 -0.1 0.0
H -10.54416 -24.81171 3.01900 0.3 1.2 -0.5
H -11.59828 -25.74016 2.10995 0.2 -1.0 0.0
H -9.76284 -26.12091 2.33840 -0.6 -0.7 -0.3
H -9.80822 -24.34008 -2.76132 0.0 0.0 0.3
H -10.55274 -25.55638 -3.72771 -0.6 0.2 0.1
H -9.41621 -26.04691 -2.58125 0.3 -0.1 0.4
H -10.78989 -27.67933 0.15928 0.1 0.0 0.3
C -9.15824 -29.36549 -3.38128 0.2 -0.1 0.2
C -7.69914 -29.72151 -2.85589 -1.0 0.8 0.0
C -7.66701 -31.23166 -2.56240 0.2 -0.8 -0.9
C -7.50193 -32.10817 -3.79449 -0.1 0.9 -2.0
C -6.55694 -31.48550 -4.93368 -0.8 -2.0 1.5
C -6.60369 -29.98653 -5.12904 2.5 2.5 -0.9
N -6.61962 -29.28092 -3.81030 0.2 -1.8 1.6
O -6.49957 -27.84744 -3.82883 -0.8 -0.9 -1.3
C -5.23473 -29.60202 -5.87543 0.4 -0.7 2.2
C -7.62304 -29.50867 -6.11873 -1.7 -0.3 -1.0
C -7.48883 -29.10574 -1.44791 -0.3 0.8 -0.5
H -9.89424 -29.61740 -2.61777 0.0 -0.2 0.2
H -9.44525 -29.90450 -4.28416 0.3 -0.3 0.1
H -9.39598 -28.33229 -3.63438 0.7 0.3 0.2
H -6.91142 -31.49638 -1.82273 0.3 0.3 -0.1
H -8.61600 -31.54887 -2.13007 -0.1 0.4 0.3
H -8.45032 -32.22561 -4.31877 -0.5 0.2 0.3
H -7.24910 -33.14192 -3.55881 0.5 0.1 0.1
H -6.85652 -31.96809 -5.86397 -0.1 0.2 -0.2
H -5.58788 -31.94651 -4.74262 0.5 0.9 0.1
H -5.05815 -28.56649 -6.16629 -0.7 0.0 -0.2
H -4.50720 -29.78077 -5.08368 0.5 -0.1 -0.1
H -4.98676 -30.29525 -6.67919 -0.4 0.1 -0.1
H -8.44444 -30.22019 -6.20318 -0.5 0.3 0.3
H -7.98594 -28.49784 -5.93265 -0.1 -0.1 0.3
H -7.25494 -29.47212 -7.14404 0.4 -0.1 0.0
H -7.34837 -28.02562 -1.48909 -0.1 0.1 0.0
H -6.65528 -29.53131 -0.88917 0.1 -0.2 -0.3
H -8.38996 -29.24155 -0.84990 0.0 -0.1 0.0
H -6.09150 -27.63360 -2.98660 0.3 0.0 0.1
O -6.87687 -21.74948 1.63963 0.1 0.3 -0.9
H -7.67003 -21.45257 2.08568 -0.5 0.1 0.1
H -6.29102 -22.02015 2.34655 0.3 -0.3 0.2
O -11.95353 -19.93067 2.56755 0.4 0.1 0.1
H -12.87950 -19.77617 2.75450 -0.3 0.0 0.2
H -11.95612 -20.52715 1.81892 -0.1 -0.3 -0.4
O -14.60182 -20.65870 -2.53607 -0.2 -0.2 -0.1
H -14.85879 -19.73974 -2.46048 -0.1 0.2 0.0
H -13.69046 -20.67786 -2.24405 0.4 0.1 0.2
O -9.42126 -24.02897 -5.53452 0.0 -0.2 -0.1
H -8.98355 -23.39170 -4.97014 0.0 0.6 0.1
H -8.78693 -24.73922 -5.63151 0.1 -0.3 0.0
```
Forces are in eV/Å.

Frontier orbital gap in eV: 7.52
Energy relative to the best compared isomer or geometry (same formula, charge and spin) in kJ/mol: 774.5
HOMO energy in eV: -7.4
Charge: 0
Strongest force on any atom in eV/Å: 3.63
E in a.u.: -3768.41461

Here are the Mulliken charges for atoms 1 to 2, given in e: 0.247 -0.560

---

[2]
ORCA calculation (ωB97M-V/def2-TZVPD) on an isolated ion of composition C12H15O2Se and charge -1 in a non-equilibrium geometry.

XYZ file:
```
30
Properties=species:S:1:pos:R:3:forces:R:3
C -0.13299 -2.51412 0.07757 1.1 -2.5 -2.3
C -0.93487 -1.45776 0.68483 -0.6 1.0 -0.2
C -0.65196 -1.59577 2.17265 1.0 2.4 -0.2
C -2.43272 -1.62752 0.34206 0.9 -2.4 2.0
C -0.52655 -0.06148 0.09196 1.4 0.2 -0.8
Se 1.46460 0.36010 0.44678 -1.0 -1.6 -0.1
C 1.75915 1.67296 -0.82231 1.3 1.0 -0.9
C 0.87160 2.64241 -1.25279 -1.4 0.6 1.5
C 1.32234 3.80433 -1.88328 -0.7 -1.0 -0.5
C 2.62715 3.88924 -2.29963 1.9 1.0 -1.2
C 3.56604 2.90593 -1.97431 -2.0 -0.8 1.8
C 3.11890 1.86085 -1.19155 0.6 -2.3 1.4
C -1.28451 1.06808 0.77392 1.6 0.8 1.4
O -0.66946 1.80508 1.57588 0.2 0.0 0.0
O -2.46774 1.10593 0.51332 -2.9 0.4 -1.1
H -0.45851 -2.80084 -0.96473 0.6 0.7 0.6
H -0.31449 -3.41758 0.62956 -0.3 -0.8 0.3
H 0.97683 -2.42297 0.13210 -0.8 0.5 -0.2
H 0.00746 -0.75547 2.39819 0.2 -0.1 0.6
H -0.21418 -2.46737 2.58044 0.8 -1.3 -0.4
H -1.47442 -1.45808 2.78389 -2.1 0.7 1.0
H -2.50765 -1.55349 -0.69749 -0.4 -0.7 -1.9
H -2.86272 -2.57250 0.84472 0.7 1.1 -1.2
H -2.97688 -0.79700 0.65311 -0.9 1.2 1.0
H -0.66538 -0.00021 -1.06077 0.2 -0.4 1.9
H -0.17312 2.67459 -0.83409 1.1 -0.3 -0.6
H 0.53581 4.52764 -2.04560 0.4 0.4 -0.3
H 3.08303 4.69033 -2.91331 -0.9 0.0 0.5
H 4.61253 2.96705 -2.01425 1.2 0.6 -0.9
H 3.84253 1.07289 -0.70746 -1.1 1.6 -1.3
```
Forces are in eV/Å.

Frontier orbital gap in eV: 6.84
Energy relative to the best compared isomer or geometry (same formula, charge and spin) in kJ/mol: 0.0
HOMO energy in eV: -3.8
Charge: -1
SMILES string: CC(C)(C)[C@H]([Se]c1ccccc1)C(=O)[O-]
Strongest force on any atom in eV/Å: 3.61
E in a.u.: -3018.17040

Here are the natural (NBO) charges for atoms 1 to 2, given in e: -0.598 -0.095

---

[3]
ORCA calculation (ωB97M-V/def2-TZVPD) on C6H12N2 as an isolated structure in a non-equilibrium geometry.

XYZ file:
```
20
Properties=species:S:1:pos:R:3:forces:R:3
C 0.10206 -0.02991 1.80523 1.0 0.2 -0.3
C -0.04181 1.92518 0.32431 0.5 -0.4 -0.2
N 0.43723 0.51439 0.45426 0.8 0.7 0.8
C 1.82358 0.41970 0.03488 -0.1 0.6 3.4
N 2.96034 0.42805 0.30465 -1.3 -0.3 -1.3
H 0.58478 0.56529 2.57878 -0.1 0.0 0.1
H -1.11358 1.95949 0.51203 0.0 -0.2 -0.1
H 0.47050 -1.05158 1.87539 -0.1 0.0 0.0
H -0.97844 -0.00814 1.93938 0.0 0.0 -0.3
H 0.49192 2.55674 1.03320 0.0 0.0 0.1
H 0.17406 2.27504 -0.68524 -0.1 -0.1 0.0
C -0.09647 -1.97704 -0.69193 0.0 0.2 0.4
C -0.25898 -0.50288 -0.99756 1.4 -0.5 -3.9
C -1.43869 -0.06341 -1.53092 0.4 0.2 0.5
H 0.85516 -0.16128 -1.46636 -2.5 -0.3 0.4
H 0.90451 -2.18876 -0.31076 -0.1 -0.1 0.1
H -0.84078 -2.30733 0.03626 0.1 -0.1 -0.1
H -0.22187 -2.55264 -1.61001 0.0 0.1 0.0
H -2.20297 -0.77398 -1.81826 -0.2 0.0 0.6
H -1.61056 0.97305 -1.78733 0.2 -0.1 -0.4
```
Forces are in eV/Å.

Frontier orbital gap in eV: 7.53
Energy relative to the best compared isomer or geometry (same formula, charge and spin) in kJ/mol: 478.7
HOMO energy in eV: -7.1
Charge: 0
Strongest force on any atom in eV/Å: 4.17
E in a.u.: -345.14554

Here are the natural (NBO) charges for atoms 1 to 2, given in e: -0.404 -0.406

---

[4]
ORCA calculation (ωB97M-V/def2-TZVPD) on C5H13N2O in the gas phase in a non-equilibrium geometry.

XYZ file:
```
21
Properties=species:S:1:pos:R:3:forces:R:3
C -1.98101 1.87363 1.02801 1.2 -0.8 -0.5
O -1.46700 1.74903 2.36069 -0.8 -0.2 0.0
C -1.34185 0.74973 0.13109 -1.6 0.8 1.1
C 0.15937 0.67813 0.29356 0.6 0.0 -0.2
C 0.81976 -0.63362 -0.15887 -1.5 1.1 -1.3
C 0.99493 -0.80402 -1.48685 0.6 -0.3 0.8
N 1.98982 -1.76931 -2.00140 -1.3 -1.0 0.2
N 0.99640 -1.56291 0.78834 0.5 -0.4 1.6
H -1.72660 2.87923 0.69389 0.0 0.0 -0.4
H -3.04787 1.71814 0.91216 -0.3 0.2 0.5
H -2.17821 1.94927 2.97956 0.2 0.0 0.0
H -1.86974 -0.17816 0.44496 0.6 0.3 -0.3
H -1.71287 1.00897 -0.87115 0.5 -0.4 0.0
H 0.45128 0.93239 1.31171 -0.3 -0.6 0.4
H 0.62477 1.52394 -0.20761 0.0 -0.1 -0.6
H 0.51519 -0.23195 -2.25592 0.2 0.5 0.2
H 1.64958 -2.79199 -2.07479 0.1 0.8 -0.2
H 2.22065 -1.40105 -2.93986 0.7 -0.4 -0.3
H 2.81020 -1.84642 -1.36483 0.4 0.3 -0.2
H 0.83307 -1.31380 1.75067 0.1 0.2 -0.1
H 1.26014 -2.52924 0.66665 0.1 0.1 -0.6
```
Forces are in eV/Å.

2S+1: 2
Frontier orbital gap (alpha / beta) in eV: 4.19 / 8.98
Energy relative to the best compared isomer or geometry (same formula, charge and spin) in kJ/mol: 285.7
HOMO energy (alpha / beta) in eV: -3.5 / -8.3
Charge: 0
Strongest force on any atom in eV/Å: 2.30
⟨S²⟩: 0.751
E in a.u.: -382.90309

Here are the natural (NBO) charges for atoms 1 to 2, given in e: -0.060 -0.739

---

> Number 4 is which compound?

C5H13N2O